[1]
C6H12BN | ωB97M-V with the def2-TZVPD basis set

## Properties
LUMO energy (spin up / spin down)	-0.37 / -0.32	eV
HOMO (spin up / spin down)	-6.30 / -6.57	eV
HOMO-LUMO gap (spin up / spin down)	5.93 / 6.26	eV
charge	0
ΔE to the lowest compared entry with this formula, charge and spin	476.01	kJ/mol

Atoms and positions in Å:
N 0.405 -0.040 -1.376
C 1.245 1.680 0.111
C 1.029 0.893 1.442
C -1.338 -1.274 -0.070
C -0.240 -1.760 0.915
C 0.202 1.305 -0.946
C -0.732 -0.884 -1.441
B 0.648 -0.578 1.303
H 1.224 2.755 0.310
H -0.423 -1.799 -1.961
H 0.332 -2.548 0.421
H -1.550 -0.426 -2.025
H 1.903 1.076 2.070
H -1.824 -0.395 0.353
H 0.188 1.367 1.968
H -2.093 -2.055 -0.198
H 2.227 1.418 -0.282
H -0.748 -2.231 1.763
H -0.813 1.509 -0.558
H 0.359 1.985 -1.799

These are the Mulliken partial charges, in e, on atoms 1 to 4: N -0.62; C -0.67; C -0.61; C -0.52

***

[2]
C5H8N2O2S | ωB97M-V with the def2-TZVPD basis set

## Properties
LUMO energy	0.76	eV
HOMO	-8.01	eV
HOMO-LUMO gap	8.77	eV
charge	0
ΔE to the lowest compared entry with this formula, charge and spin	413.87	kJ/mol

Atoms and positions in Å:
S 1.418 1.158 -0.688
O 4.764 1.315 -0.521
O 3.861 2.652 1.082
N -1.279 0.390 0.552
N -0.204 -2.287 -0.369
C -1.258 -0.019 -0.720
C 4.283 1.953 0.284
C -0.902 -3.192 -0.251
C -2.373 0.041 1.415
C -0.169 0.432 -1.501
H -2.126 -0.541 2.394
H -3.034 -0.565 0.873
H 2.134 -0.111 -0.755
H 0.382 -0.321 -2.176
H -1.555 -3.942 -0.380
H -2.842 0.939 1.903
H -0.607 0.816 1.022
H -0.492 1.281 -2.164

These are the Mulliken partial charges, in e, on atoms 1 to 4: S -0.35; O -0.34; O -0.36; N 0.11

***

[3]
H8O4 | ωB97M-V with the def2-TZVPD basis set

## Properties
LUMO energy	0.46	eV
HOMO	-10.77	eV
HOMO-LUMO gap	11.23	eV
charge	0
SMILES	O.O.O.O
ΔE to the lowest compared entry with this formula, charge and spin	66.35	kJ/mol

Atoms and positions in Å:
O -0.832 -0.697 -1.685
O 2.604 1.801 0.300
O -1.186 -2.370 0.563
O -0.011 1.048 0.802
H -0.120 -0.059 -1.827
H -2.130 -2.391 0.751
H -0.614 -1.442 -2.260
H -0.372 0.398 1.419
H 2.831 2.295 1.094
H 1.672 1.524 0.433
H -1.088 -1.732 -0.173
H -0.753 1.624 0.584

These are the Mulliken partial charges, in e, on atoms 1 to 4: O -0.70; O -0.65; O -0.66; O -0.72

***

[4]
C40H31F3N2O17 | ωB97M-V with the def2-TZVPD basis set

## Properties
LUMO energy	-1.72	eV
HOMO	-9.41	eV
HOMO-LUMO gap	7.69	eV
charge	0
SMILES	[H]/N=C(/C)CC1=CC(=O)c2c(C=C)c(C[C@H]3CO3)c(CCF)c(N(C(=O)F)C(=O)F)c2C1=O.O=C1C=C(O)C(=O)C=C1O.O=C1C=C(O)C(=O)C=C1O.O=C1C=C(O)C(=O)C=C1O

Atoms and positions in Å:
F -3.015 -0.962 -5.815
F 0.783 -3.854 -4.070
F 2.459 -0.861 -3.934
O 2.494 -2.335 -5.574
O -6.610 3.168 4.485
O -3.025 0.288 1.883
O 1.147 -7.005 2.947
O 5.268 1.699 5.458
O -6.876 0.582 4.556
O -2.725 2.913 1.864
O 0.927 -4.273 7.675
O 1.947 -6.667 7.565
O 0.190 -4.582 3.045
O 0.721 -2.213 -1.919
O -1.385 1.792 -0.204
O 3.622 3.250 0.480
O -1.293 -3.119 -4.333
O 3.674 3.743 5.155
O 5.149 1.166 0.792
O 0.157 3.156 -6.125
N 3.480 -1.875 1.855
N 0.460 -1.690 -4.714
C 3.967 2.940 1.725
C 1.546 -6.246 6.496
C 0.565 -5.016 4.119
C 3.559 3.626 2.800
C -2.235 -0.671 -6.921
C -0.166 -0.500 -4.158
C -5.744 2.562 3.877
C -1.400 1.821 -3.208
C 1.600 -6.984 5.251
C 0.744 0.825 -0.287
C -0.535 1.265 -0.879
C -5.845 1.057 3.871
C -4.963 0.286 3.223
C 2.607 -0.846 -0.176
C 1.340 -0.280 -0.735
C -3.751 2.418 2.525
C -1.446 1.488 -4.563
C -0.894 -0.030 -6.509
C 1.871 -1.702 -4.796
C -0.128 -2.918 -4.342
C 1.107 -1.639 1.832
C -2.076 3.047 -2.702
C -4.644 3.183 3.178
C -0.401 4.404 -5.302
C -3.285 3.018 -2.166
C 4.911 2.002 4.222
C 5.313 1.314 3.143
C 1.140 -6.412 4.129
C -2.147 2.410 -5.519
C -0.844 0.325 -5.043
C 0.671 -1.007 -1.847
C 2.458 -1.473 1.220
C -0.699 0.978 -2.342
C 4.862 1.731 1.835
C 0.492 -4.285 5.367
C -1.156 3.327 -6.235
C -3.866 0.908 2.502
C 3.995 3.199 4.117
C 0.950 -4.859 6.488
C -0.078 -0.169 -2.818
H -3.665 3.848 -1.587
H -0.062 -0.683 -6.743
H -2.811 0.010 -7.546
H 0.764 -6.363 2.317
H 2.015 -7.982 5.268
H 0.581 4.845 -5.143
H -2.827 3.060 -4.980
H 4.326 -1.687 1.313
H 4.831 2.352 6.038
H 0.066 -3.292 5.352
H 0.389 -2.012 1.104
H 1.174 -2.298 2.687
H -3.929 2.153 -2.249
H -1.472 3.704 -7.213
H 5.961 0.452 3.209
H -4.573 4.262 3.201
H -0.655 5.184 -6.075
H -2.054 -1.604 -7.449
H -1.535 3.973 -2.846
H -2.647 1.857 -6.311
H -5.028 -0.793 3.214
H 1.323 -4.913 8.299
H -7.342 1.364 4.913
H 0.737 -0.664 2.156
H -0.730 0.879 -7.083
H 3.357 -0.070 -0.080
H -2.232 2.172 1.443
H 1.170 1.402 0.523
H 2.916 4.491 2.732
H 4.063 2.593 -0.094
H 2.944 -1.660 -0.814

These are the Mulliken partial charges, in e, on atoms 1 to 4: F -0.29; F -0.25; F -0.15; O -0.51

***

[5]
C24H72N4O14 | ωB97M-V with the def2-TZVPD basis set

## Properties
LUMO energy	0.01	eV
HOMO	-8.20	eV
HOMO-LUMO gap	8.21	eV
charge	0
SMILES	COCCNCCOC.COCCNCCOC.COCCNCCOC.COCCNCCOC.O.O.O.O.O.O
ΔE to the lowest compared entry with this formula, charge and spin	230.08	kJ/mol

Atoms and positions in Å:
O -1.200 -0.160 0.451
O -0.824 -2.599 2.780
O 8.220 -0.449 1.757
O -2.690 -0.096 -3.675
O 2.022 -5.798 -2.389
O -1.758 -5.493 -2.884
O 0.578 3.189 1.942
O 3.592 -0.715 1.279
O -1.798 3.657 -7.812
O -4.033 0.042 0.813
O -0.121 2.553 6.970
O -0.883 2.496 -0.284
O -3.186 4.761 4.033
O -2.778 -2.627 0.615
N 0.454 -3.440 -2.524
N 5.496 -0.900 3.220
N -1.321 2.720 3.964
N -3.812 2.066 -6.364
C -4.125 5.602 4.669
C 0.994 -3.992 -1.271
C 3.003 -6.712 -2.830
C -0.419 3.929 -7.819
C 2.297 -4.703 -1.543
C -2.462 4.133 -6.654
C -2.522 2.650 3.105
C -2.378 -6.593 -2.262
C -3.181 0.202 -2.366
C 9.114 0.252 0.911
C -1.298 1.617 4.969
C 0.431 3.746 6.399
C 5.533 -1.876 2.117
C 2.230 -0.848 0.937
C 6.824 -0.584 3.749
C -3.672 3.507 3.647
C -3.620 0.301 -4.681
C 7.744 0.291 2.877
C -0.972 -3.200 -2.559
C -1.352 2.176 6.404
C -3.860 3.486 -6.710
C -1.858 -4.325 -2.087
C 4.095 -1.997 1.642
C -3.534 1.789 -4.955
H -2.089 0.875 4.814
H 1.057 -3.298 -0.430
H 2.682 -5.200 -0.638
H -1.740 -6.930 -1.438
H -1.244 -2.931 -3.583
H 0.026 3.549 -6.889
H -4.437 3.471 2.858
H 2.123 -1.603 0.152
H -4.605 5.301 5.608
H -2.490 -7.378 -3.009
H -0.797 0.708 0.627
H 5.075 -0.021 2.951
H -0.197 2.901 0.284
H 6.208 -1.487 1.352
H -0.752 2.905 -1.145
H 7.427 -1.477 3.917
H -1.887 0.017 -0.201
H -1.779 1.368 7.005
H -0.431 0.960 4.844
H 5.892 -2.851 2.444
H -4.338 2.240 -4.365
H 9.180 1.293 1.239
H -3.631 6.561 4.794
H 1.656 -1.121 1.830
H -3.735 -2.544 0.612
H 1.774 0.047 0.513
H -2.939 1.645 3.003
H 0.345 -4.757 -0.819
H -2.902 -3.983 -2.113
H -4.146 3.001 4.498
H -0.613 -1.944 2.102
H -3.316 1.288 -2.385
H -4.985 0.143 0.694
H 3.999 -2.717 0.815
H 0.777 3.635 5.372
H 2.553 -7.627 -3.199
H -2.044 3.021 6.519
H 7.267 1.226 2.569
H 1.204 4.006 7.115
H 3.105 -4.066 -1.920
H -1.881 3.860 -5.772
H -0.234 5.008 -7.859
H 3.581 -6.236 -3.629
H -4.557 3.992 -6.042
H -4.989 5.687 3.995
H 8.631 0.432 3.509
H 6.767 0.057 4.633
H -3.387 -6.350 -1.909
H 8.712 0.245 -0.103
H -3.909 -0.007 1.768
H -2.625 5.213 -6.754
H -4.154 -0.264 -2.188
H -2.422 -0.127 -1.681
H -4.229 3.577 -7.730
H 0.130 3.448 -8.625
H -0.364 4.501 6.423
H -1.666 -4.558 -1.035
H -3.181 1.562 -6.973
H -1.282 -3.296 2.296
H -4.574 -0.193 -4.470
H 3.401 -2.450 2.360
H -1.221 -2.313 -1.968
H 0.644 -4.241 -3.127
H -2.231 2.831 2.063
H 10.107 -0.199 0.920
H -3.339 -0.205 -5.613
H -2.555 2.174 -4.661
H 3.659 -6.849 -1.961
H 1.190 3.515 2.606
H -1.520 3.530 4.540
H -0.274 3.085 2.431
H -2.453 -1.714 0.577

These are the Mulliken partial charges, in e, on atoms 1 to 4: O -0.22; O -0.68; O -0.29; O -0.31

***

[6]
C30H43N7O10 | ωB97M-V with the def2-TZVPD basis set

## Properties
LUMO energy	-1.31	eV
HOMO	-9.32	eV
HOMO-LUMO gap	8.01	eV
charge	0
SMILES	O=[N+]([O-])c1ccccc1.O=[N+]([O-])c1ccccc1.O=[N+]([O-])c1ccccc1.CN(C)C=O.CN(C)C=O.CN(C)C=O.CN(C)C=O
ΔE to the lowest compared entry with this formula, charge and spin	1364.10	kJ/mol

Atoms and positions in Å:
O 35.641 47.281 28.036
O 39.722 56.433 33.253
O 35.037 56.564 24.607
O 40.404 54.285 33.523
O 35.180 50.259 24.531
O 32.861 44.105 28.019
O 42.323 49.785 29.263
O 32.748 42.360 26.669
O 41.100 50.355 31.740
O 37.069 46.929 29.656
N 33.471 54.963 25.026
N 39.678 49.184 33.062
N 40.872 48.803 27.791
N 40.136 55.251 32.844
N 33.449 43.084 27.445
N 36.571 51.919 24.111
N 36.471 47.693 28.901
C 37.842 43.021 26.764
C 36.569 51.625 28.105
C 39.201 47.887 33.567
C 40.502 54.902 28.283
C 36.848 53.284 23.641
C 38.053 49.577 29.832
C 34.119 54.539 26.301
C 37.778 51.247 24.533
C 38.752 50.332 33.441
C 37.590 52.053 28.957
C 40.834 53.995 30.675
C 33.970 56.048 24.285
C 39.810 49.151 26.838
C 40.740 49.287 32.257
C 35.839 43.976 28.011
C 35.253 51.430 24.145
C 35.409 42.179 26.014
C 36.920 42.255 25.854
C 37.369 43.809 27.784
C 36.866 49.115 28.897
C 38.397 51.125 29.957
C 41.438 47.493 27.567
C 32.213 54.411 24.600
C 41.393 49.808 28.498
C 34.914 43.062 27.272
C 40.181 55.124 31.383
C 41.052 53.996 29.157
C 39.836 56.111 28.859
C 36.311 50.119 27.952
C 39.568 56.119 30.407
H 33.388 54.707 27.003
H 38.392 50.873 23.714
H 36.546 54.210 24.305
H 37.830 53.402 23.155
H 37.728 53.282 28.938
H 39.273 51.204 33.479
H 31.760 55.124 24.121
H 39.322 51.518 30.507
H 39.672 56.823 28.173
H 41.535 53.199 28.682
H 35.726 49.805 27.105
H 33.402 56.316 23.419
H 38.509 48.956 30.465
H 36.335 53.508 22.708
H 34.639 53.606 26.257
H 42.415 47.594 27.918
H 40.856 50.701 28.459
H 38.367 51.924 24.985
H 41.293 48.494 32.199
H 39.355 50.092 26.732
H 36.217 52.465 27.506
H 34.641 41.829 25.356
H 34.812 55.291 26.492
H 38.587 50.283 34.360
H 39.120 46.967 32.792
H 37.970 44.506 28.229
H 38.964 48.480 26.962
H 35.425 44.868 28.699
H 41.306 53.254 31.388
H 37.366 41.679 24.941
H 40.757 54.982 27.175
H 31.679 53.950 25.225
H 41.482 47.281 26.456
H 37.627 50.542 25.373
H 37.841 50.233 32.917
H 38.797 43.083 26.521
H 32.288 53.860 23.799
H 34.430 51.958 23.849
H 38.987 57.016 30.914
H 41.230 46.533 28.023
H 38.271 47.771 34.021
H 39.841 47.479 34.361
H 40.194 49.194 25.672

These are the Mulliken partial charges, in e, on atoms 1 to 4: O -0.59; O -0.55; O -0.58; O -0.52

***

[7]
HNO4 | ωB97M-V with the def2-TZVPD basis set

## Properties
LUMO energy (spin up / spin down)	5.67 / 6.13	eV
HOMO (spin up / spin down)	-0.38 / -0.38	eV
HOMO-LUMO gap (spin up / spin down)	6.05 / 6.52	eV
charge	-2
ΔE to the lowest compared entry with this formula, charge and spin	326.48	kJ/mol

Atoms and positions in Å:
O -3.649 1.795 -0.023
O 7.120 -0.140 -0.065
O -3.382 -0.742 -1.068
O -3.043 -0.830 1.042
N -3.256 -0.206 0.014
H 6.210 0.123 0.098

These are the Mulliken partial charges, in e, on atoms 1 to 4: O -0.60; O -1.16; O -0.50; O -0.53

***

[8]
C21H27IN4O3PPt | ωB97M-V with the def2-TZVPD basis set

## Properties
LUMO energy (spin up / spin down)	-8.38 / -12.53	eV
HOMO (spin up / spin down)	-17.13 / -18.32	eV
HOMO-LUMO gap (spin up / spin down)	8.75 / 5.78	eV
charge	+3
spin multiplicity	5
ΔE to the lowest compared entry with this formula, charge and spin	0.00	kJ/mol

Atoms and positions in Å:
Pt -0.646 -0.084 0.231
I -3.430 -0.441 0.907
P -0.774 -2.424 -0.360
O 0.641 -3.084 -0.336
O -1.414 -2.651 -1.758
O -1.743 -3.218 0.611
N -0.715 2.266 0.095
N -0.251 0.777 2.239
N 1.543 0.467 0.115
N -0.482 0.591 -1.935
C -0.445 2.588 3.748
C 0.044 0.211 -4.213
C 0.585 0.532 4.440
C -0.647 2.032 2.500
C -2.609 -3.414 -2.137
C 0.077 -0.167 -2.885
C 0.366 0.041 3.168
C -1.317 2.732 1.358
C 3.869 -0.021 0.179
C 0.672 2.779 -0.081
C -1.116 2.202 -3.550
C 0.874 -4.474 -0.765
C 3.107 2.242 0.040
C 4.151 1.337 0.107
C -1.049 1.764 -2.241
C -0.574 1.406 -4.550
C 0.171 1.825 4.733
C -1.559 2.562 -1.076
C 1.802 1.775 0.042
C 2.549 -0.419 0.184
C -1.381 -3.576 1.973
H 3.301 3.306 -0.018
H -3.485 -2.786 -1.995
H -1.244 3.818 1.453
H -2.682 -4.316 -1.536
H 1.080 -0.084 5.178
H -2.480 -3.656 -3.185
H -2.381 2.481 1.353
H 0.337 2.242 5.717
H 0.749 3.237 -1.070
H 0.846 3.580 0.641
H -0.614 1.730 -5.582
H -2.116 -4.302 2.302
H -1.426 -2.694 2.614
H 0.561 -1.081 -2.572
H 0.690 -0.953 2.880
H 1.908 -4.690 -0.524
H -1.574 3.155 -3.779
H 0.709 -4.546 -1.837
H -0.386 -4.015 1.999
H -2.590 2.282 -0.848
H 4.656 -0.760 0.233
H 5.175 1.686 0.105
H 2.268 -1.461 0.239
H 0.210 -5.145 -0.225
H 0.504 -0.419 -4.962
H -0.763 3.603 3.947
H -1.550 3.630 -1.310

These are the Mulliken partial charges, in e, on atoms 1 to 4: Pt 2.49; I 0.35; P 0.30; O -0.17

***

[9]
C5H3B3BrCl20O4P | ωB97M-V with the def2-TZVPD basis set

## Properties
LUMO energy	-1.23	eV
HOMO	-9.39	eV
HOMO-LUMO gap	8.16	eV
charge	0

Atoms and positions in Å:
Br -3.860 4.658 -2.191
Cl 9.887 -1.158 -0.622
Cl -0.511 -0.847 -0.702
Cl 5.546 -2.238 -4.818
Cl 1.525 0.334 1.008
Cl 8.216 -3.473 -0.062
Cl -4.998 -5.706 3.533
Cl -5.082 2.570 0.826
Cl 6.156 -3.031 -2.086
Cl 4.032 -4.375 -3.551
Cl -7.509 1.473 1.998
Cl 3.678 -1.623 -2.674
Cl -4.965 0.114 2.382
Cl -5.197 -3.253 5.084
Cl -5.472 2.654 3.708
Cl 10.259 -2.659 1.843
Cl 1.915 0.250 -1.874
Cl -4.102 -3.185 2.390
Cl 7.877 -1.028 1.478
Cl 2.032 -2.206 -0.318
Cl -6.942 -3.671 2.794
P -3.371 2.400 -2.054
O -0.413 2.386 -1.357
O -2.053 2.271 0.573
O -2.939 1.935 -3.677
O -0.151 3.946 0.611
C 9.060 -2.079 0.659
C 4.853 -2.817 -3.282
C 1.240 -0.617 -0.472
C -5.310 -3.954 3.450
C -5.757 1.703 2.229
B -1.545 3.613 1.030
B -1.837 2.337 -0.911
B 0.046 3.723 -0.835
H 0.472 4.493 -1.614
H -2.522 2.729 -4.132
H -2.258 4.329 1.636

These are the Mulliken partial charges, in e, on atoms 1 to 4: Br -0.23; Cl -0.09; Cl -0.09; Cl -0.11

***

In eV, the electronic energy values for the records above are, in order, -8579.11077; -23221.80886; -8319.98840; -87916.41509; -60674.41173; -62688.05046; -9688.81185; -54927.75946; -345235.21355.